C17H27Cl28N2O2S | ωB97M-V/def2-TZVPD

Summary:
**HOMO**: -12.24 eV
**Charge**: +1
**LUMO energy**: -2.442 eV
**Orbital gap**: 9.79 eV

Bonds (Å) are listed after each position.
Geometry (Å):
1 C -3.57 2.20 -1.09  C2 1.523, H15 1.089, H16 1.089, H17 1.088
2 C -4.53 1.03 -0.92  C1 1.523, O3 1.429, H18 1.085, H19 1.075
3 O -4.04 -0.16 -1.55  C2 1.429, C4 1.429
4 C -3.12 -0.94 -0.77  O3 1.429, C5 1.519, H20 1.084, H21 1.094
5 C -2.16 -1.54 -1.78  C4 1.519, O6 1.446, H22 1.087, H23 1.090
6 O -0.79 -1.67 -1.35  C5 1.446, C7 1.350
7 C -0.19 -0.47 -1.22  O6 1.350, N8 1.507, C13 1.563, H24 1.091
8 N 0.35 0.02 -2.54  C7 1.507, C9 1.491, H25 1.026, H26 1.028
9 C 0.73 1.45 -2.39  N8 1.491, C10 1.528, H27 1.084, H28 1.084
10 C 1.58 1.76 -1.15  C9 1.528, S11 1.840, N12 1.479, H29 1.087
11 S 1.15 3.50 -0.73  C10 1.840, H30 1.339
12 N 1.33 0.92 0.04  C10 1.479, C13 1.453, H31 1.015
13 C 1.05 -0.47 -0.28  C7 1.563, N12 1.453, Cl14 1.774, H32 1.093
14 Cl 0.74 -1.39 1.21  C13 1.774
15 H -3.87 3.01 -0.42  C1 1.089
16 H -2.54 1.95 -0.85  C1 1.089
17 H -3.63 2.58 -2.11  C1 1.088
18 H -5.44 1.27 -1.45  C2 1.085
19 H -4.77 0.86 0.11  C2 1.075
20 H -3.65 -1.70 -0.21  C4 1.084
21 H -2.59 -0.32 -0.04  C4 1.094
22 H -2.48 -2.55 -2.04  C5 1.087
23 H -2.23 -0.96 -2.71  C5 1.090
24 H -0.86 0.32 -0.87  C7 1.091
25 H -0.34 -0.06 -3.29  N8 1.026
26 H 1.16 -0.55 -2.81  N8 1.028
27 H -0.17 2.06 -2.36  C9 1.084
28 H 1.31 1.73 -3.26  C9 1.084
29 H 2.64 1.78 -1.39  C10 1.087
30 H 0.80 3.36 0.55  S11 1.339
31 H 2.20 0.94 0.56  N12 1.015
32 H 1.85 -0.97 -0.84  C13 1.093
33 C -0.85 6.52 -2.42  Cl34 1.762, Cl35 1.771, Cl36 1.764, H37 1.082
34 Cl 0.30 6.76 -1.11  C33 1.762
35 Cl -0.10 5.65 -3.76  C33 1.771
36 Cl -2.28 5.65 -1.86  C33 1.764
37 H -1.17 7.49 -2.78  C33 1.082
38 C -0.75 -5.06 1.05  Cl39 1.766, Cl40 1.764, Cl41 1.764, H42 1.078
39 Cl -1.78 -4.50 2.37  C38 1.766
40 Cl 0.92 -5.27 1.61  C38 1.764
41 Cl -1.37 -6.55 0.35  C38 1.764
42 H -0.74 -4.30 0.29  C38 1.078
43 C -2.04 1.72 -5.77  Cl44 1.769, Cl45 1.754, Cl46 1.771, H47 1.082
44 Cl -2.63 0.25 -4.98  C43 1.769
45 Cl -2.96 3.12 -5.25  C43 1.754
46 Cl -0.32 1.94 -5.43  C43 1.771
47 H -2.16 1.60 -6.84  C43 1.082
48 C 0.28 -3.36 5.98  Cl49 1.764, Cl50 1.762, Cl51 1.784, H52 1.081
49 Cl -1.35 -4.03 5.89  C48 1.764
50 Cl 1.43 -4.64 6.33  C48 1.762
51 Cl 0.77 -2.50 4.49  C48 1.784
52 H 0.30 -2.64 6.79  C48 1.081
53 C 3.28 6.65 -4.94  Cl54 1.760, Cl55 1.769, Cl56 1.763, H57 1.081
54 Cl 3.73 7.98 -5.99  C53 1.760
55 Cl 3.55 5.09 -5.75  C53 1.769
56 Cl 4.15 6.72 -3.41  C53 1.763
57 H 2.22 6.73 -4.73  C53 1.081
58 C 2.74 -3.12 -3.31  Cl59 1.760, Cl60 1.779, Cl61 1.761, H62 1.082
59 Cl 1.39 -3.50 -4.38  C58 1.760
60 Cl 3.25 -1.43 -3.55  C58 1.779
61 Cl 2.31 -3.39 -1.63  C58 1.761
62 H 3.58 -3.76 -3.57  C58 1.082
63 C -6.51 -3.17 2.92  Cl64 1.768, Cl65 1.759, Cl66 1.759, H67 1.081
64 Cl -4.83 -3.70 2.86  C63 1.768
65 Cl -7.28 -3.72 4.40  C63 1.759
66 Cl -6.62 -1.42 2.77  C63 1.759
67 H -7.03 -3.62 2.08  C63 1.081
68 C 4.46 -0.67 4.72  Cl69 1.760, Cl70 1.763, Cl71 1.770, H72 1.081
69 Cl 3.12 0.10 5.56  C68 1.760
70 Cl 4.81 -2.25 5.43  C68 1.763
71 Cl 4.11 -0.84 3.00  C68 1.770
72 H 5.34 -0.05 4.83  C68 1.081
73 C 6.18 -2.66 8.96  Cl74 1.763, Cl75 1.765, Cl76 1.763, H77 1.081
74 Cl 5.67 -4.08 9.86  C73 1.763
75 Cl 5.28 -1.23 9.46  C73 1.765
76 Cl 7.92 -2.40 9.13  C73 1.763
77 H 5.97 -2.84 7.91  C73 1.081